14
Properties=species:S:1:pos:R:3 method="wB97M-V/def2-TZVPD" smiles="C1=NSCOCC1" lumo_energy_ev=0.9 homo_energy_ha=-0.3103 homo_lumo_gap_ha=0.3436 largest_force_ev_per_a=8.15 spin_multiplicity=1 total_energy_ha=-684.61830
C 0.387 -0.430 -1.572
N 0.858 0.640 -1.241
S 0.484 1.557 0.072
C 0.331 0.297 1.189
O -0.911 -0.240 1.341
C -0.784 -1.597 0.597
C -0.784 -1.434 -0.889
H 0.871 -0.918 -2.225
H 1.258 -0.430 1.243
H 0.754 0.848 2.128
H 0.066 -2.192 1.389
H -1.574 -2.267 0.864
H -0.743 -2.438 -1.480
H -1.996 -1.092 -1.052


14
Properties=species:S:1:pos:R:3 method="wB97M-V/def2-TZVPD" smiles="C/C(N)=C/C(O)=S" lumo_energy_ev=0.5 homo_energy_ha=-0.3050 homo_lumo_gap_ha=0.3217 largest_force_ev_per_a=1.05 spin_multiplicity=1 total_energy_ha=-684.80707
C -2.011 0.367 0.006
C -0.621 -0.197 -0.001
N -0.541 -1.531 0.001
C 0.466 0.656 -0.002
C 1.830 0.296 0.002
O 2.636 1.369 0.000
S 2.530 -1.230 0.004
H -2.551 0.023 -0.903
H -2.000 1.460 -0.015
H -2.576 0.032 0.920
H -1.399 -2.065 -0.009
H 0.378 -1.974 -0.016
H 0.308 1.727 0.018
H 3.553 1.068 -0.005


15
Properties=species:S:1:pos:R:3 method="wB97M-V/def2-TZVPD" smiles="CSNC(=O)C(C)=S" lumo_energy_ev=-0.5 homo_energy_ha=-0.3266 homo_lumo_gap_ha=0.3068 largest_force_ev_per_a=5.73 spin_multiplicity=1 total_energy_ha=-1082.92474
C -2.616 0.709 -0.501
S -1.528 -0.802 -0.392
N -0.221 -0.372 -1.502
C 1.078 -0.180 -0.862
O 2.021 -0.055 -1.571
C 1.165 0.195 0.609
C 2.029 -0.628 1.575
S 0.515 1.594 1.049
H -3.533 0.259 0.043
H -2.245 1.554 0.162
H -2.899 0.991 -1.592
H -0.250 -0.692 -2.416
H 1.681 -0.201 2.602
H 1.642 -1.639 1.416
H 3.159 -0.733 1.381


15
Properties=species:S:1:pos:R:3 method="wB97M-V/def2-TZVPD" smiles="OCC[C@@H]1SC=NS1" lumo_energy_ev=0.1 homo_energy_ha=-0.3258 homo_lumo_gap_ha=0.3284 largest_force_ev_per_a=5.39 spin_multiplicity=1 total_energy_ha=-1082.81705
O -2.434 0.624 0.404
C -1.308 -0.368 0.818
C -0.880 -0.850 -0.597
C 0.399 -0.238 -0.988
S 1.927 -0.856 -0.113
C 2.396 0.684 0.682
N 1.492 1.613 0.623
S 0.425 1.498 -0.827
H -1.844 1.327 -0.361
H -1.668 -1.198 1.608
H -0.282 0.013 1.432
H -0.760 -2.020 -0.955
H -1.470 -0.193 -1.232
H 0.864 -0.570 -2.030
H 3.143 0.534 1.536


13
Properties=species:S:1:pos:R:3 method="wB97M-V/def2-TZVPD" smiles="S=CC[C@H]1CN1" lumo_energy_ev=0.0 homo_energy_ha=-0.3125 homo_lumo_gap_ha=0.3134 largest_force_ev_per_a=2.07 spin_multiplicity=1 total_energy_ha=-609.47878
S -3.290 0.171 0.192
C -1.826 0.364 -0.427
C -0.784 -0.739 -0.317
C 0.295 -0.021 0.474
C 1.760 -0.254 0.144
N 1.035 0.998 -0.251
H -1.439 1.295 -0.810
H -0.444 -1.101 -1.327
H -1.181 -1.529 0.272
H 0.058 0.100 1.542
H 2.005 -0.835 -0.726
H 2.499 -0.270 0.905
H 1.312 1.822 0.327


13
Properties=species:S:1:pos:R:3 method="wB97M-V/def2-TZVPD" smiles="C=C1N[C@@H]1CS" lumo_energy_ev=0.8 homo_energy_ha=-0.3327 homo_lumo_gap_ha=0.3612 largest_force_ev_per_a=5.25 spin_multiplicity=1 total_energy_ha=-609.43126
C -1.771 -1.360 -0.826
C -0.740 -0.531 -0.844
N 0.490 -0.213 -1.616
C 0.063 0.512 -0.360
C 1.080 0.398 0.908
S 0.293 0.821 2.476
H -2.556 -1.112 -0.237
H -1.985 -1.982 -1.707
H 1.341 -0.698 -1.635
H -0.102 1.608 -0.509
H 1.247 -0.609 0.891
H 2.074 0.948 0.946
H 0.565 2.217 2.514